(1)
Here is a 6-piece molecular cluster, C31H73NO13 overall in a non-equilibrium geometry from the Open Molecules 2025 dataset. Energies are from wB97M-V/def2-TZVPD.

Computed properties:
SMILES	CCCCC[C@@](C)(CN)OC(=O)COC.COCCOC.COCCOC.COCCOC.COCCOC.COCCOC
gap between HOMO and LUMO	0.36095	Eh
HOMO energy	-9.18	eV

The geometry in XYZ format:
```
118
Properties=species:S:1:pos:R:3:forces:R:3
C 1.6928 2.7424 5.0560 -0.7 0.4 0.0
C 1.6130 2.4821 3.4782 -0.8 0.7 -0.5
C 0.0860 2.3853 2.9284 0.3 -0.7 0.2
C -0.7262 1.2021 3.6685 -0.1 -0.4 -0.5
C -2.1304 1.7140 4.3220 1.0 -0.4 0.3
C -3.2411 0.5597 4.3099 1.5 -0.8 -1.6
C -3.6338 0.2902 2.7798 -0.5 1.0 -0.2
C -2.5932 -0.7162 5.0629 0.5 0.0 1.2
N -2.0452 -1.7568 4.1470 -0.5 -0.3 0.5
O -4.4735 0.8743 5.0267 0.1 2.8 0.1
C -4.6344 2.2598 5.2750 1.1 2.3 2.9
O -4.2439 2.8034 6.3450 -1.5 -2.5 -3.9
C -5.3913 3.2676 4.2495 -1.5 -1.1 0.7
O -5.7199 2.6576 2.9867 -0.4 0.3 1.2
C -6.9390 1.8828 3.0512 -0.5 -1.2 -1.1
H 1.4376 3.8582 5.2172 0.6 -1.7 -0.1
H 2.7070 2.4908 5.5112 -1.3 0.5 -0.7
H 0.9010 2.1706 5.6655 1.2 0.7 -1.1
H 2.0652 3.4050 2.9538 -0.4 -1.6 0.7
H 2.1705 1.5506 3.1286 -0.7 1.2 0.6
H 0.0891 2.1245 1.8029 0.2 0.6 1.7
H -0.4625 3.3821 3.0420 0.8 -1.3 0.0
H -0.9088 0.3762 2.8819 0.1 1.3 1.3
H -0.0622 0.6949 4.4660 -1.1 0.9 -1.2
H -1.8916 1.9640 5.4219 -0.5 0.0 -1.7
H -2.4134 2.6476 3.7123 0.0 -1.4 1.1
H -4.7135 -0.1103 2.7104 1.9 0.3 0.1
H -2.8858 -0.3273 2.1887 -1.1 0.5 1.1
H -3.6568 1.3273 2.2688 -0.1 -1.6 0.8
H -3.3138 -1.1909 5.8325 0.7 1.0 -1.4
H -1.7050 -0.3372 5.6984 -1.5 -0.4 -0.9
H -2.6990 -2.5571 4.1177 0.6 0.6 -0.1
H -1.1294 -2.1083 4.4625 -0.8 0.3 -0.1
H -4.8580 4.2682 4.1586 -0.3 -1.7 -0.1
H -6.3994 3.4931 4.7723 1.7 -0.2 -0.5
H -7.2316 1.5475 4.1012 0.4 0.7 -1.3
H -7.8089 2.4183 2.5101 1.3 -0.6 1.1
H -6.7606 0.9150 2.4454 -0.2 1.5 0.9
C 4.4444 1.6246 -2.3276 0.1 -0.1 -0.1
O 3.3453 0.8879 -2.8503 0.0 0.0 0.4
C 2.7676 0.0137 -1.8837 -0.3 0.1 -0.5
C 1.5029 0.6107 -1.2732 0.4 -0.1 0.3
O 1.7955 1.7814 -0.5143 0.0 -0.1 -0.3
C 1.5248 2.9750 -1.2321 0.0 0.1 0.1
H 4.6540 2.4538 -3.0045 0.0 -0.1 0.0
H 4.2343 2.0276 -1.3336 0.0 0.0 0.0
H 5.3282 0.9812 -2.2809 0.1 0.1 0.1
H 3.4961 -0.2424 -1.1068 -0.1 0.1 0.0
H 2.5009 -0.9100 -2.4093 0.0 0.0 0.1
H 1.0692 -0.1209 -0.5849 0.0 0.0 0.0
H 0.7585 0.8267 -2.0474 0.1 0.0 0.0
H 0.4481 3.1710 -1.2332 0.0 0.1 -0.1
H 1.8889 2.9282 -2.2625 0.0 -0.1 0.1
H 2.0289 3.8008 -0.7242 -0.1 -0.1 0.0
C 7.6032 2.0630 -4.7353 -0.2 0.0 0.1
O 7.7976 2.0679 -3.3265 0.4 -0.1 -0.2
C 8.8080 1.1503 -2.9145 -0.1 0.4 0.4
C 10.1341 1.8579 -2.6515 0.0 -0.3 -0.4
O 10.6724 2.4132 -3.8489 -0.3 0.1 0.2
C 10.4193 3.8043 -3.9667 0.1 0.0 -0.1
H 7.0414 2.9575 -5.0068 0.0 -0.1 0.1
H 8.5501 2.0640 -5.2813 0.0 0.0 0.1
H 7.0182 1.1837 -5.0217 0.0 0.0 -0.1
H 8.9290 0.3490 -3.6515 0.1 0.1 0.0
H 8.4621 0.6950 -1.9797 0.1 0.0 0.0
H 10.8551 1.1221 -2.2837 0.0 0.0 0.0
H 10.0200 2.6303 -1.8832 -0.1 0.0 -0.1
H 11.1086 4.3624 -3.3257 -0.1 0.1 0.0
H 9.3885 4.0597 -3.7045 0.1 -0.1 0.0
H 10.5946 4.0967 -5.0048 0.0 -0.1 0.1
C -8.2487 -2.7814 -0.6330 0.0 -0.1 -0.1
O -7.2660 -3.5898 -1.2658 0.1 0.4 0.1
C -6.2726 -2.8151 -1.9344 0.2 -0.5 0.1
C -4.9993 -2.6983 -1.1017 -0.3 0.5 0.0
O -5.2291 -1.9625 0.0968 -0.1 -0.3 -0.1
C -5.4062 -2.8025 1.2270 0.0 0.2 0.1
H -8.7981 -3.4031 0.0755 0.1 0.0 -0.1
H -7.8045 -1.9417 -0.0925 0.0 0.0 0.0
H -8.9508 -2.4022 -1.3822 0.0 0.1 0.1
H -6.6628 -1.8259 -2.1969 0.1 0.0 0.1
H -6.0352 -3.3390 -2.8669 0.0 0.0 0.0
H -4.2528 -2.1475 -1.6814 0.0 0.0 0.0
H -4.5870 -3.6879 -0.8761 -0.1 0.0 0.0
H -4.4347 -3.1732 1.5683 0.0 -0.1 0.1
H -6.0659 -3.6484 1.0135 0.0 0.1 -0.1
H -5.8533 -2.2097 2.0282 0.1 0.0 -0.1
C -6.0929 -5.1552 3.4530 0.0 0.1 0.0
O -5.6872 -4.0259 4.2167 -0.1 -0.3 0.1
C -6.4474 -3.8754 5.4143 0.4 0.3 0.0
C -5.6917 -4.4081 6.6282 -0.4 -0.3 -0.1
O -5.5007 -5.8182 6.5431 0.2 0.3 -0.2
C -4.2018 -6.1662 6.0908 0.0 -0.2 0.1
H -5.3126 -5.3717 2.7220 0.0 0.1 0.1
H -6.2459 -6.0398 4.0762 0.0 0.1 0.0
H -7.0184 -4.9216 2.9173 0.0 -0.1 0.0
H -7.4256 -4.3585 5.3169 0.1 -0.1 0.0
H -6.6171 -2.8015 5.5505 0.0 0.0 0.0
H -6.2904 -4.2163 7.5233 0.0 0.0 0.0
H -4.7320 -3.8935 6.7487 0.0 0.0 -0.1
H -3.4826 -6.0568 6.9083 0.1 0.0 0.0
H -3.8839 -5.5562 5.2401 0.0 0.0 0.1
H -4.2179 -7.2132 5.7786 -0.1 0.1 0.1
C 4.9327 0.3291 -7.2181 0.0 0.1 0.1
O 5.9641 1.2228 -7.6173 0.0 -0.4 -0.2
C 7.0387 0.5528 -8.2732 0.0 0.5 -0.1
C 6.9432 0.6915 -9.7899 -0.1 -0.5 0.2
O 5.7902 0.0269 -10.3003 0.0 0.3 0.2
C 4.7168 0.9182 -10.5587 -0.1 -0.1 -0.1
H 4.0425 0.9157 -6.9876 0.1 0.0 0.0
H 4.6859 -0.3906 -8.0026 0.1 0.0 0.0
H 5.2404 -0.2075 -6.3149 -0.1 -0.1 0.0
H 7.0786 -0.5008 -7.9763 -0.1 0.0 -0.1
H 7.9651 1.0305 -7.9351 0.0 0.0 0.0
H 7.8180 0.2127 -10.2395 0.0 0.0 0.0
H 6.9465 1.7457 -10.0874 0.0 0.0 0.1
H 4.8973 1.4546 -11.4953 -0.1 0.1 0.0
H 4.5734 1.6375 -9.7472 0.1 0.0 0.0
H 3.8022 0.3297 -10.6648 0.2 0.0 0.0
```
Forces are in eV/Å.


(2)
Here is a 5-piece molecular cluster, C31H74FN4O5PSi overall in a non-equilibrium geometry from the Open Molecules 2025 dataset. Energies are from wB97M-V/def2-TZVPD.

Computed properties:
SMILES	C=CC[Si@@](F)(CCCC(=O)O)P(=O)(O)O.CCN(CC)CC.CCN(CC)CC.CCN(CC)CC.CCN(CC)CC
gap between HOMO and LUMO	0.31153	Eh
HOMO energy	-8.18	eV

The geometry in XYZ format:
```
117
Properties=species:S:1:pos:R:3:forces:R:3
C 0.4587 6.9289 0.3220 -0.2 0.4 -0.2
C 1.4433 6.9619 -0.6088 -0.2 0.0 0.0
C 2.9237 6.7419 -0.3903 -0.2 1.4 0.0
Si 3.1456 5.2488 0.6996 0.0 0.1 0.7
F 2.0143 4.1278 0.4267 0.0 0.0 -0.2
C 4.8210 4.4562 0.5912 -0.1 0.2 -0.5
C 4.8860 3.2981 -0.4225 0.6 -0.1 0.3
C 4.4370 1.9013 0.0887 -0.6 -0.1 -0.3
C 3.8441 1.8772 1.4865 0.1 -0.2 0.1
O 4.4606 2.1243 2.4801 0.0 0.3 0.0
O 2.5214 1.5432 1.5796 0.4 -0.4 0.0
P 2.9588 5.9294 2.8642 0.6 0.1 0.1
O 4.3316 5.9525 3.4053 0.0 -0.1 0.0
O 1.9192 5.0151 3.6598 -0.2 0.3 -0.3
O 2.3432 7.4176 2.9648 -0.3 -0.2 -0.1
H -0.4109 6.2940 0.1665 -0.7 1.2 -0.9
H 0.3965 7.6017 1.1711 1.0 -1.2 1.0
H 1.1371 7.1346 -1.6415 -0.1 -1.7 -0.3
H 3.4219 6.6107 -1.3525 0.0 0.1 0.0
H 3.3982 7.6058 0.0995 0.2 -0.2 0.1
H 5.1931 4.1997 1.5812 0.0 -0.1 0.0
H 5.4778 5.2534 0.2241 0.0 0.0 0.1
H 4.3308 3.5431 -1.3291 -0.1 0.0 0.1
H 5.9243 3.2083 -0.7429 0.0 -0.1 0.0
H 5.2587 1.1865 0.0761 0.1 0.1 0.1
H 3.6909 1.5121 -0.6076 0.0 0.0 0.0
H 2.3245 0.9659 0.8323 -0.4 0.2 -0.1
H 1.5295 4.3533 3.0728 -0.1 -0.1 0.1
H 3.1035 8.0137 2.9678 -0.1 0.1 0.2
C -0.2049 -2.7367 0.7087 0.0 0.0 0.0
C 0.7593 -3.8309 1.1433 -0.1 0.1 0.1
N 2.1530 -3.4681 0.9537 0.1 0.0 0.0
C 3.0684 -4.5865 1.0772 0.1 -0.2 -0.1
C 3.1873 -5.2903 2.4337 0.1 0.0 0.0
C 2.5722 -2.2333 1.5897 0.0 0.3 0.0
C 2.3913 -2.0943 3.1057 0.1 0.1 0.0
H -0.0021 -2.4298 -0.3188 0.0 0.0 0.0
H -1.2295 -3.1071 0.7582 0.0 0.0 0.0
H -0.1472 -1.8571 1.3514 0.0 0.0 0.0
H 0.5704 -4.7215 0.5376 0.1 0.0 0.0
H 0.5299 -4.1103 2.1837 0.0 0.0 0.0
H 4.0608 -4.2511 0.7607 0.0 0.1 0.0
H 2.7680 -5.3338 0.3346 -0.1 0.0 0.0
H 3.7394 -4.6932 3.1586 -0.1 0.0 0.0
H 3.7309 -6.2288 2.3098 0.0 0.0 0.0
H 2.2107 -5.5300 2.8560 0.0 0.0 0.0
H 2.0256 -1.4130 1.1118 -0.1 0.0 0.0
H 3.6222 -2.0592 1.3358 0.0 -0.1 0.0
H 1.4061 -2.4322 3.4306 0.0 0.0 0.0
H 2.4892 -1.0446 3.3894 0.0 0.0 0.0
H 3.1448 -2.6491 3.6626 -0.1 -0.1 0.0
C -5.7525 3.5018 -0.1967 0.0 0.0 0.0
C -4.3668 2.8755 -0.1701 -0.1 -0.1 0.0
N -3.4090 3.6400 0.6078 0.1 0.1 0.0
C -2.0366 3.2212 0.4044 0.3 0.0 -0.2
C -1.6284 1.8089 0.8439 0.0 0.0 0.0
C -3.7945 3.9169 1.9821 -0.1 0.1 0.1
C -4.1122 2.7248 2.8940 0.1 0.0 0.1
H -5.7074 4.5387 -0.5322 0.0 0.0 0.0
H -6.3883 2.9457 -0.8881 0.0 0.0 0.0
H -6.2335 3.4746 0.7818 0.0 0.0 0.0
H -3.9888 2.8230 -1.1950 0.1 0.0 0.0
H -4.4603 1.8336 0.1780 0.0 0.0 0.0
H -1.3678 3.9434 0.8831 -0.1 0.0 0.1
H -1.8260 3.3166 -0.6663 -0.1 0.0 0.0
H -1.5461 1.7233 1.9270 -0.1 0.0 0.0
H -0.6465 1.5708 0.4285 0.0 0.0 0.0
H -2.3293 1.0518 0.4893 0.0 0.0 0.0
H -4.6712 4.5688 1.9603 0.0 0.0 -0.1
H -3.0059 4.5227 2.4356 0.1 -0.1 0.0
H -4.7610 1.9976 2.4029 0.0 0.0 0.0
H -4.6327 3.0769 3.7865 0.0 0.0 0.0
H -3.2140 2.2081 3.2293 0.0 0.0 -0.1
C -6.3100 -1.1692 0.2475 0.0 0.0 0.0
C -7.6076 -1.8708 -0.1280 0.1 0.0 0.0
N -8.7718 -1.0109 -0.0095 -0.1 0.0 0.0
C -10.0331 -1.7268 -0.0715 -0.1 -0.1 0.1
C -10.3964 -2.4444 -1.3772 -0.1 0.0 0.0
C -8.7056 0.2333 -0.7557 0.1 0.2 -0.1
C -8.4872 0.1544 -2.2728 -0.1 0.1 0.0
H -6.3862 -0.7230 1.2404 0.0 0.0 0.0
H -5.4908 -1.8897 0.2583 0.0 0.0 0.0
H -6.0441 -0.3858 -0.4639 0.0 0.0 0.0
H -7.7555 -2.7145 0.5515 -0.1 0.0 0.0
H -7.4964 -2.3019 -1.1359 0.0 0.0 0.0
H -10.8336 -1.0283 0.1870 0.0 0.1 0.0
H -10.0230 -2.4682 0.7338 0.1 0.0 0.0
H -10.6915 -1.7467 -2.1600 0.1 0.0 0.0
H -11.2437 -3.1106 -1.2036 0.0 0.0 0.0
H -9.5722 -3.0532 -1.7507 0.0 0.0 0.0
H -7.8968 0.8341 -0.3313 0.0 0.0 0.0
H -9.6153 0.8043 -0.5541 -0.1 -0.1 0.0
H -7.6973 -0.5508 -2.5358 0.0 0.0 0.0
H -8.1892 1.1351 -2.6499 0.0 0.0 0.0
H -9.3918 -0.1319 -2.8075 0.0 -0.1 0.0
C 4.0758 -3.3061 -2.4003 -0.1 0.0 0.0
C 4.7668 -4.3970 -3.2023 0.0 0.0 0.1
N 6.1208 -4.0450 -3.5928 0.0 0.0 0.0
C 6.6867 -4.9347 -4.5907 0.0 0.0 -0.2
C 6.9186 -6.4011 -4.2070 0.1 0.0 0.0
C 7.0042 -3.6618 -2.5043 0.0 0.1 0.1
C 7.2158 -4.6630 -1.3609 0.1 0.0 0.0
H 4.1029 -2.3548 -2.9347 0.1 0.0 0.0
H 3.0318 -3.5727 -2.2313 0.0 0.0 0.0
H 4.5334 -3.1689 -1.4197 0.0 0.0 0.0
H 4.1963 -4.5722 -4.1186 0.1 0.0 0.0
H 4.7218 -5.3361 -2.6270 0.0 0.0 0.0
H 7.6300 -4.5026 -4.9362 0.0 0.0 0.1
H 6.0206 -4.9103 -5.4589 -0.1 0.0 0.0
H 7.7707 -6.5203 -3.5389 0.0 0.0 0.0
H 7.1301 -6.9842 -5.1054 0.0 0.0 0.0
H 6.0421 -6.8410 -3.7298 0.0 0.0 0.0
H 6.6217 -2.7337 -2.0718 -0.1 0.0 0.0
H 7.9712 -3.3924 -2.9365 0.0 -0.1 -0.1
H 6.2737 -5.0955 -1.0194 0.0 0.0 0.0
H 7.6700 -4.1537 -0.5085 0.0 0.0 0.0
H 7.8825 -5.4775 -1.6405 -0.1 0.0 0.0
```
Forces are in eV/Å.